8 unconnected molecules or ions with the total composition C14H33B2O30S7, computed with ωB97M-V with the def2-TZVPD basis set.

Results
E_LUMO	1.475	eV
E_HOMO	-4.29	eV
charge	-1
gap between HOMO and LUMO	0.2118	Eh
2S+1	1

```
86
Properties=species:S:1:pos:R:3:forces:R:3:mulliken_charge:R:1
B -1.04312 3.28670 1.65247 -0.469 0.392 -0.078 1.257
B -2.70864 3.37770 1.30271 0.133 -0.024 0.207 -0.423
O -3.59202 2.26681 1.18311 -0.497 0.183 0.590 -0.587
O -3.39666 4.61249 1.01476 -0.684 -0.081 0.172 -0.452
H -0.54285 4.40635 1.49936 0.089 -0.038 0.097 -0.359
H -0.58435 2.52443 0.81113 -0.046 -0.093 0.040 -0.331
H -0.81415 2.87075 2.78524 0.011 -0.117 -0.039 -0.352
H -3.69087 1.84053 2.05175 0.495 -0.012 -0.725 0.248
H -3.43775 5.10528 1.84573 0.536 0.121 -0.385 0.159
C 4.31438 4.29616 0.38049 0.168 -0.033 -0.184 -0.311
C 3.28091 3.97068 -0.68212 -0.273 0.283 0.073 -0.317
O 3.00524 2.58257 -0.47314 0.351 -0.111 -0.033 -0.294
S 3.08125 2.24258 1.09148 -0.298 0.192 -0.081 0.915
O 1.78949 2.29323 1.65465 0.520 -0.323 0.244 -0.447
O 3.93849 1.10997 1.23461 -0.078 0.002 -0.036 -0.537
O 3.88177 3.56404 1.52763 -0.018 -0.006 -0.004 -0.323
H 5.30834 3.94527 0.09156 -0.009 0.010 -0.015 0.255
H 4.35510 5.35474 0.62507 -0.088 -0.038 0.121 0.305
H 3.65408 4.11541 -1.69287 0.001 -0.172 -0.011 0.300
H 2.35742 4.53622 -0.54097 0.020 0.009 0.043 0.291
C -4.77072 6.12603 4.73210 0.049 -0.190 0.266 -0.275
C -5.75614 7.14844 5.26220 -0.183 -0.005 -0.259 -0.368
O -4.94038 8.28778 5.56677 0.109 -0.107 0.122 -0.330
S -3.72650 8.38440 4.52539 -0.024 0.083 -0.010 1.049
O -4.06385 9.29470 3.48674 0.106 -0.097 0.066 -0.540
O -2.52581 8.53403 5.26579 -0.132 0.055 -0.066 -0.535
O -3.85319 6.90480 3.95188 -0.086 0.062 -0.153 -0.230
H -4.21526 5.63805 5.53436 -0.022 0.009 0.010 0.267
H -5.23305 5.37376 4.09788 0.088 0.077 -0.135 0.334
H -6.26982 6.82052 6.16171 0.108 0.109 0.086 0.310
H -6.48725 7.43541 4.50358 -0.001 -0.042 -0.004 0.294
C -5.68368 6.13334 -0.81481 0.324 -0.136 -0.094 -0.124
C -5.20829 7.56132 -0.96769 -0.050 0.052 0.321 -0.293
O -5.94557 8.05173 -2.10704 0.082 -0.099 -0.101 -0.330
S -7.38728 7.38043 -2.14688 -0.077 0.018 -0.038 1.098
O -8.34876 8.25557 -1.56502 0.038 -0.112 -0.073 -0.552
O -7.60087 6.86098 -3.45396 -0.005 0.109 0.097 -0.555
O -7.09604 6.20559 -1.12296 -0.021 0.142 0.123 -0.319
H -5.20565 5.46784 -1.53238 0.013 -0.014 0.035 0.262
H -5.53228 5.74323 0.18693 -0.143 -0.100 -0.038 0.217
H -4.14265 7.63312 -1.16205 -0.048 0.019 -0.174 0.284
H -5.46553 8.17283 -0.10110 0.008 -0.019 0.009 0.333
C 5.38541 -2.48731 0.76359 0.131 0.218 -0.077 -0.277
C 3.99041 -2.02865 0.39284 -0.088 -0.015 0.292 0.117
O 3.62492 -2.88169 -0.71410 0.254 0.122 -0.146 -0.259
S 4.27906 -4.31226 -0.53029 0.421 -0.302 0.281 1.236
O 3.33076 -5.19753 0.05870 0.078 0.002 -0.127 -0.627
O 5.00795 -4.67776 -1.68829 0.299 -0.085 0.431 -0.498
O 5.34364 -3.91630 0.60301 -0.308 0.192 0.230 -0.357
H 6.13892 -2.08517 0.08348 -0.043 0.020 -0.024 0.302
H 5.64472 -2.24158 1.79000 -0.058 -0.141 0.032 0.236
H 3.94362 -0.98768 0.09198 -0.040 -0.066 -0.155 0.162
H 3.28372 -2.20038 1.20655 0.021 0.048 0.025 0.012
C 1.85449 -4.94857 -6.28146 0.008 0.274 -0.076 -0.375
C 3.28306 -5.21568 -6.71436 -0.046 -0.265 -0.118 -0.373
O 4.04444 -5.01877 -5.52046 -0.050 0.171 -0.005 -0.342
S 3.18774 -5.47912 -4.24240 -0.011 -0.004 0.162 1.121
O 3.55224 -6.80275 -3.88276 -0.086 0.137 0.017 -0.576
O 3.20771 -4.42189 -3.30071 -0.630 -0.041 -0.708 -0.436
O 1.76733 -5.53257 -4.98151 0.399 0.215 -0.359 -0.240
H 1.65044 -3.87828 -6.20444 0.022 -0.002 -0.022 0.265
H 1.11963 -5.41570 -6.93334 -0.019 -0.104 0.112 0.317
H 3.63286 -4.52919 -7.48118 0.084 0.072 0.118 0.310
H 3.41326 -6.24651 -7.05180 -0.040 0.006 -0.005 0.290
C 1.88658 -3.33255 4.08151 0.110 -0.213 -0.206 -0.130
C 2.47924 -4.07745 5.26239 -0.235 0.038 0.149 -0.359
O 3.76985 -3.47527 5.43670 0.018 -0.033 -0.141 -0.314
S 3.70066 -1.92267 5.05235 -0.029 0.020 -0.083 1.069
O 3.54562 -1.14128 6.22724 0.055 -0.042 -0.141 -0.555
O 4.74508 -1.65671 4.12730 0.078 -0.008 0.124 -0.500
O 2.30883 -1.97637 4.28501 -0.105 0.036 0.168 -0.243
H 2.29260 -3.68973 3.13297 0.001 -0.037 0.018 0.110
H 0.80122 -3.36919 4.05127 0.007 0.169 0.048 0.314
H 2.59974 -5.14143 5.07854 0.173 0.038 -0.029 0.314
H 1.89567 -3.92185 6.17205 -0.027 -0.001 -0.026 0.283
C -1.83030 -9.55775 -4.99926 0.050 -0.249 -0.092 -0.315
C -1.42061 -9.89787 -3.57879 -0.222 0.175 0.138 -0.369
O -0.02299 -9.59113 -3.54179 0.060 -0.152 -0.151 -0.335
S 0.29048 -8.33635 -4.48293 0.003 0.097 -0.009 1.267
O 0.31248 -7.14204 -3.72372 -0.276 -0.467 0.160 -0.503
O 1.35348 -8.69419 -5.35351 -0.076 0.059 0.096 -0.569
O -1.09432 -8.36884 -5.29972 -0.059 0.046 0.127 -0.328
H -1.53440 -10.34101 -5.70043 -0.008 -0.017 0.029 0.282
H -2.89428 -9.35850 -5.09912 0.042 0.149 -0.006 0.300
H -1.56536 -10.94632 -3.33270 0.169 -0.013 -0.009 0.301
H -1.93745 -9.27264 -2.84799 -0.027 -0.003 -0.029 0.279
```
Positions in Å, forces in eV/Å.